The following is a DFT calculation (ωB97M-V/def2-TZVPD) of a 2-piece molecular cluster, C2H9NOS2 overall.

The spin multiplicity is 2. Its expectation value of S² is 0.753. The charge is -1. The calculation puts the gap between HOMO and LUMO (alpha / beta) at 0.097 / 0.270 Ha.

CARTESIAN COORDINATES (ANGSTROEM)
H (0.832, 1.573, 0.364)
H (-0.074, 1.739, -1.300)
H (-2.206, -0.032, -1.547)
H (3.334, 1.311, 1.932)
S (2.395, 0.261, -0.274)
N (-1.606, -0.009, -0.668)
H (0.508, -0.331, 1.041)
H (0.153, -0.103, -1.724)
C (0.658, 0.504, 0.222)
C (-0.247, 0.572, -0.954)
H (-1.667, -1.865, 0.479)
H (-1.900, -3.311, 0.741)
S (3.364, 1.855, 0.662)
O (-1.384, -2.611, 0.933)
H (-2.160, 0.447, 0.094)


The following is a DFT calculation (ωB97M-V/def2-TZVPD) of a 2-piece molecular cluster, C2H9NOS2 overall.

The SMILES is NCCSS.O. The calculation puts the gap between HOMO and LUMO at 0.350 Ha.

CARTESIAN COORDINATES (ANGSTROEM)
H (-0.684, 2.813, -1.848)
H (1.370, -4.034, -1.026)
O (-0.992, 3.653, -2.152)
C (0.010, -1.099, 0.124)
H (0.512, 1.711, 1.838)
H (-0.889, -1.560, -0.304)
C (-0.492, 0.024, 1.090)
N (0.576, 1.040, 1.083)
H (-0.547, -0.448, 2.070)
S (0.621, -4.059, 0.105)
H (1.540, 0.740, 1.082)
S (1.047, -2.273, 1.009)
H (-1.421, 0.350, 0.635)
H (0.627, -0.654, -0.648)
H (-1.280, 3.796, -3.058)


The following is a DFT calculation (ωB97M-V/def2-TZVPD) of a 2-piece molecular cluster, C2H9NOS2 overall.

The SMILES is NCCSS.O. The calculation puts the gap between HOMO and LUMO at 0.343 Ha.

CARTESIAN COORDINATES (ANGSTROEM)
H (-1.083, 1.137, -0.162)
H (-0.065, -0.209, -0.506)
H (-1.501, -3.262, 0.943)
H (0.791, -0.200, 1.870)
O (1.048, -1.280, -2.759)
C (-0.108, 0.709, 0.091)
N (0.862, 1.705, -0.251)
H (1.347, -0.587, -2.191)
H (-0.248, 1.149, 2.217)
S (-2.147, -2.081, 0.657)
C (-0.153, 0.267, 1.570)
S (-1.730, -0.601, 1.907)
H (1.837, 1.469, -0.146)
H (0.724, 2.637, 0.111)
H (0.425, -0.853, -3.350)


The following is a DFT calculation (ωB97M-V/def2-TZVPD) of a 2-piece molecular cluster, C2H9NOS2 overall.

The SMILES is CSS.NCO. The calculation puts the gap between HOMO and LUMO at 0.318 Ha.

CARTESIAN COORDINATES (ANGSTROEM)
C (-2.657, -0.739, 3.200)
H (-2.067, -1.024, 4.067)
H (1.394, 0.364, -4.091)
H (1.264, 1.453, -0.584)
S (-2.302, -1.536, 1.613)
H (-2.717, 0.346, 3.043)
H (3.022, 1.400, -2.085)
C (2.145, 0.791, -2.241)
O (1.300, 0.577, -0.965)
H (0.341, 1.151, -3.369)
S (-0.214, -1.426, 1.383)
N (1.360, 1.013, -3.394)
H (-3.591, -1.127, 3.429)
H (0.111, -1.101, 2.615)
H (2.609, -0.144, -2.619)


The following is a DFT calculation (ωB97M-V/def2-TZVPD) of a 3-piece molecular cluster, C2H9NS overall.

The SMILES is [H][H].C1CS1.N. The calculation puts the gap between HOMO and LUMO at 0.354 Ha.

CARTESIAN COORDINATES (ANGSTROEM)
H (-1.241, 2.401, 0.247)
C (-0.170, -0.872, -0.648)
H (0.298, -1.189, 1.492)
C (-0.349, -0.683, 0.791)
H (-1.307, -0.252, 1.126)
H (-0.853, -0.617, -1.484)
H (-2.175, 1.444, -0.468)
H (-2.093, 2.862, -1.213)
H (4.746, -2.293, 0.547)
S (0.684, 0.665, -0.035)
H (4.104, -2.263, 0.964)
H (0.496, -1.594, -1.102)
N (-2.140, 2.391, -0.216)


The following is a DFT calculation (ωB97M-V/def2-TZVPD) of a 3-piece molecular cluster, C2H9NS overall.

The spin multiplicity is 2. Its expectation value of S² is 0.753. The charge is +1. The calculation puts the gap between HOMO and LUMO (alpha / beta) at 0.340 / 0.170 Ha.

CARTESIAN COORDINATES (ANGSTROEM)
N (-0.496, 2.850, -0.160)
H (0.176, -0.250, 0.145)
H (0.484, 2.657, 0.008)
H (5.264, -1.320, -1.872)
H (4.631, -1.706, -1.963)
H (-0.850, 1.901, 0.028)
C (-0.476, -0.940, 0.673)
S (-0.832, -2.456, -0.195)
H (-0.786, 3.343, 0.685)
H (-0.195, -1.001, 1.718)
H (-2.317, -0.542, -0.459)
H (-2.702, -1.400, 1.039)
C (-1.903, -1.137, 0.353)


The following is a DFT calculation (ωB97M-V/def2-TZVPD) of a 2-piece molecular cluster, C2H9NS2 overall.

The SMILES is CNC.SS. The calculation puts the gap between HOMO and LUMO at 0.336 Ha.

CARTESIAN COORDINATES (ANGSTROEM)
C (-0.249, 2.378, 0.154)
H (-1.620, 0.953, 0.550)
H (-0.018, -4.137, 1.550)
H (0.831, 2.436, 0.047)
N (-0.642, 0.984, 0.295)
S (0.063, -3.342, 0.472)
H (-0.529, 2.924, 1.054)
H (2.631, -3.035, 0.283)
C (-0.439, 0.239, -0.930)
S (1.768, -2.317, 1.018)
H (0.634, 0.149, -1.130)
H (-0.914, 0.684, -1.811)
H (-0.711, 2.864, -0.716)
H (-0.806, -0.780, -0.836)


The following is a DFT calculation (ωB97M-V/def2-TZVPD) of one molecule with the formula C2H9NSi.

The SMILES is C[SiH](C)N. The calculation puts the gap between HOMO and LUMO at 0.378 Ha.

CARTESIAN COORDINATES (ANGSTROEM)
C (1.306, -1.254, 0.582)
H (1.373, -0.820, 1.547)
H (-2.249, -1.056, 0.159)
C (-1.869, -0.046, 0.265)
H (2.245, -1.085, 0.029)
H (1.342, 2.181, -0.964)
H (-1.706, 0.255, 1.255)
H (-2.547, 0.711, -0.214)
H (0.083, -0.328, -2.043)
H (0.222, 2.164, 0.098)
H (1.073, -2.318, 0.529)
Si (0.202, -0.034, -0.517)
N (0.526, 1.628, -0.725)


The following is a DFT calculation (ωB97M-V/def2-TZVPD) of a 2-piece molecular cluster, C2H9NSi2 overall.

The SMILES is C=C[SiH3].N=[SiH2]. The calculation puts the gap between HOMO and LUMO at 0.348 Ha.

CARTESIAN COORDINATES (ANGSTROEM)
H (4.976, -2.453, 0.517)
C (-2.236, 0.738, -0.530)
H (2.162, -1.012, 0.665)
Si (2.761, -2.188, 1.239)
H (-0.764, 0.361, -1.841)
C (-1.573, -0.020, -1.413)
H (-1.896, -1.003, -1.718)
H (1.923, -3.074, 1.979)
H (-3.249, 0.441, -0.085)
Si (-1.616, 2.423, -0.005)
N (4.132, -2.890, 0.829)
H (-0.186, 2.575, -0.295)
H (-2.248, 3.599, -0.632)
H (-2.186, 2.503, 1.290)


The following is a DFT calculation (ωB97M-V/def2-TZVPD) of a 2-piece molecular cluster, C2H9O2 overall.

The charge is +1. The calculation puts the gap between HOMO and LUMO at 0.503 Ha.

CARTESIAN COORDINATES (ANGSTROEM)
H (-2.294, -0.939, -0.069)
H (1.899, -1.316, 0.952)
C (-0.770, 0.344, -0.719)
H (-0.342, -0.415, -1.354)
H (-1.271, 1.122, -1.281)
H (3.023, -1.120, -0.009)
H (1.153, 0.439, 0.086)
H (0.708, 1.955, -0.227)
H (-0.963, -0.761, 1.118)
O (0.383, 1.050, -0.095)
C (-1.598, -0.241, 0.398)
O (2.228, -0.670, 0.310)
H (-2.157, 0.553, 0.890)


The following is a DFT calculation (ωB97M-V/def2-TZVPD) of a 2-piece molecular cluster, C2H9O2 overall.

The charge is +1. The calculation puts the gap between HOMO and LUMO at 0.486 Ha.

CARTESIAN COORDINATES (ANGSTROEM)
H (2.746, -1.548, 0.671)
O (1.903, -1.226, 0.341)
H (1.012, -0.070, 0.569)
H (-1.539, 1.746, 0.227)
H (-0.522, 1.617, -1.170)
O (0.322, 0.700, 0.450)
C (-1.738, -0.225, -0.575)
H (-1.196, -0.923, -1.241)
C (-0.906, 1.034, -0.333)
H (1.524, -1.862, -0.275)
H (-2.704, -0.063, -1.030)
H (-1.848, -0.752, 0.380)
H (0.560, 1.326, 1.155)


The following is a DFT calculation (ωB97M-V/def2-TZVPD) of a 3-piece molecular cluster, C2H9O2S overall.

The charge is -1. The calculation puts the gap between HOMO and LUMO at 0.252 Ha.

CARTESIAN COORDINATES (ANGSTROEM)
H (1.182, 1.496, -0.381)
H (-0.047, 0.899, 2.177)
C (-0.880, -2.038, -0.436)
H (-1.541, -2.612, -1.083)
C (-0.873, -0.547, -0.908)
H (0.129, -0.235, -1.189)
H (1.431, 1.465, 1.966)
H (-1.530, -0.486, -1.775)
H (0.130, -2.447, -0.565)
O (1.980, 1.976, -0.639)
S (-1.412, 0.565, 0.455)
H (-1.095, -2.080, 0.625)
O (0.791, 1.177, 2.604)
H (1.736, 2.867, -0.852)


Please write out number 12 again, unchanged.
The following is a DFT calculation (ωB97M-V/def2-TZVPD) of a 3-piece molecular cluster, C2H9O2S overall.

The charge is -1. The calculation puts the gap between HOMO and LUMO at 0.252 Ha.

CARTESIAN COORDINATES (ANGSTROEM)
H (1.182, 1.496, -0.381)
H (-0.047, 0.899, 2.177)
C (-0.880, -2.038, -0.436)
H (-1.541, -2.612, -1.083)
C (-0.873, -0.547, -0.908)
H (0.129, -0.235, -1.189)
H (1.431, 1.465, 1.966)
H (-1.530, -0.486, -1.775)
H (0.130, -2.447, -0.565)
O (1.980, 1.976, -0.639)
S (-1.412, 0.565, 0.455)
H (-1.095, -2.080, 0.625)
O (0.791, 1.177, 2.604)
H (1.736, 2.867, -0.852)


What is the formula in the seventh record? C2H9NS2